{"formula": "FH2IP2", "method": "wB97M-V/def2-TZVPD", "relative_energy_ev": 2.5410, "charge": 0, "lumo_ha": [-0.1139, -0.0683], "orbital_gap_ev": [5.7157, 7.8491], "homo_energy_ev": [-8.81, -9.71], "species": ["F", "P", "P", "I", "H", "H"], "positions_angstrom": [[-0.727, -0.520, -1.325], [-0.017, -0.088, 0.094], [-1.603, 0.664, 1.346], [2.407, -2.227, -1.638], [0.498, 0.951, -0.441], [-0.559, 1.220, 1.963]], "atomic_forces_ev_per_a": [[0.1, -0.1, 0.9], [-2.0, -3.7, 0.1], [-1.3, -1.0, -1.4], [-0.1, 0.1, 0.2], [1.7, 3.6, -1.1], [1.6, 1.1, 1.3]], "mulliken_charge": [-0.25, 0.18, -0.03, -0.01, 0.07, 0.03]}


{"formula": "C9H14O", "method": "wB97M-V/def2-TZVPD", "relative_energy_ev": 0.5729, "charge": 0, "lumo_ha": 0.0327, "orbital_gap_ev": 9.2775, "smiles": "Cc1ccc(O)cc1.CC", "homo_energy_ev": -8.39, "species": ["C", "C", "C", "C", "C", "C", "C", "O", "H", "H", "H", "H", "H", "H", "H", "H", "C", "C", "H", "H", "H", "H", "H", "H"], "positions_angstrom": [[0.040, 2.272, 2.053], [-0.300, -1.492, 2.065], [-0.422, -0.160, 2.448], [0.441, -1.768, 0.928], [0.162, 0.818, 1.669], [0.884, -0.811, 0.017], [0.802, 0.503, 0.476], [0.586, -3.078, 0.483], [-0.815, -2.314, 2.544], [-0.937, 0.160, 3.335], [0.345, -3.727, 1.164], [1.206, -1.134, -0.956], [-0.873, 2.494, 2.603], [0.033, 2.950, 1.195], [1.365, 1.267, -0.039], [0.902, 2.622, 2.637], [-1.033, 0.425, -2.432], [0.175, -0.095, -3.232], [-1.586, -0.379, -1.961], [-0.720, 1.108, -1.643], [-1.710, 1.000, -3.059], [0.241, 0.540, -4.116], [0.144, -1.137, -3.555], [1.071, -0.065, -2.624]], "atomic_forces_ev_per_a": [[0.4, 0.6, 0.0], [0.3, 0.4, 0.0], [0.2, -0.4, -0.3], [-0.7, -1.5, -1.4], [0.0, 1.0, -0.2], [-0.3, 0.3, 1.8], [0.6, -0.7, -0.2], [0.0, 0.0, 0.4], [0.1, 0.1, 0.3], [-0.3, -0.2, 0.3], [0.0, 0.5, -0.2], [0.5, 0.1, 0.0], [0.0, -0.2, 0.2], [-0.1, -0.3, -0.2], [-0.4, 0.3, -0.4], [-0.2, -0.2, 0.2], [0.1, -0.1, 0.0], [-0.3, 0.2, 0.0], [-0.2, -0.1, 0.1], [0.1, -0.1, 0.0], [-0.1, -0.2, -0.1], [0.6, -0.2, 0.0], [-0.6, 0.1, -0.1], [0.3, 0.5, -0.2]], "mulliken_charge": [-1.42, -0.64, -0.65, 0.60, 0.61, -0.43, -0.42, -0.54, 0.30, 0.40, 0.31, 0.42, 0.38, 0.35, 0.42, 0.29, -0.68, -0.86, 0.26, 0.14, 0.37, 0.31, 0.28, 0.23]}


{"formula": "C11H18FIO5", "method": "wB97M-V/def2-TZVPD", "charge": 0, "lumo_ha": -0.0196, "orbital_gap_ev": 9.4003, "smiles": "C[C@@H](F)C[C@](O)(C[C@@H]1CO1)OC(=O)I.CC(C)=O", "homo_energy_ev": -9.93, "species": ["C", "C", "F", "C", "C", "O", "C", "C", "C", "O", "O", "C", "O", "I", "H", "H", "H", "H", "H", "H", "H", "H", "H", "H", "H", "H", "C", "C", "O", "C", "H", "H", "H", "H", "H", "H"], "positions_angstrom": [[2.135, -0.899, 0.300], [1.806, -1.830, -1.046], [3.065, -2.643, -1.248], [0.608, -2.917, -0.822], [-0.907, -2.249, -0.657], [-1.841, -3.355, -0.925], [-1.041, -0.960, -1.663], [-2.696, -0.316, -1.508], [-2.782, 1.418, -1.508], [-2.998, 0.462, -0.186], [-0.957, -1.718, 0.721], [-1.914, -2.443, 1.566], [-3.239, -2.143, 1.484], [-1.395, -3.997, 3.055], [3.317, -0.787, 0.362], [1.625, 0.149, 0.192], [1.777, -1.533, 1.217], [1.712, -1.180, -2.031], [0.834, -3.675, 0.071], [0.546, -3.563, -1.824], [-2.791, -3.051, -1.008], [-0.904, -1.196, -2.799], [-0.444, -0.003, -1.296], [-3.618, -0.942, -2.085], [-3.896, 1.795, -1.377], [-2.038, 2.040, -0.856], [2.605, 4.348, 1.163], [1.717, 3.154, 0.938], [1.945, 2.349, 0.036], [0.539, 2.981, 1.860], [3.413, 4.344, 0.424], [2.027, 5.268, 1.044], [3.044, 4.302, 2.163], [-0.131, 3.840, 1.771], [0.887, 2.873, 2.890], [-0.011, 2.076, 1.579]], "atomic_forces_ev_per_a": [[0.2, -1.0, -1.0], [1.1, 0.0, 1.1], [-2.4, 1.2, 0.2], [-0.4, -0.6, -1.3], [1.7, -0.4, -1.5], [0.4, 2.4, 0.4], [-3.1, 1.5, 1.0], [0.6, 3.2, 1.3], [-2.2, -2.8, 5.1], [0.9, -2.8, -4.6], [-2.5, -2.8, 1.5], [-7.1, 3.1, -1.8], [9.1, -2.2, 0.5], [0.0, 1.4, -1.4], [-2.7, -0.1, -0.2], [1.0, -2.1, 0.5], [0.6, 1.5, -1.6], [0.1, -1.5, 2.1], [-0.5, 1.9, -1.9], [0.2, 1.3, 2.2], [1.6, 0.0, 0.4], [-0.1, 0.3, 2.3], [-0.9, -2.4, -0.8], [2.5, 2.1, 1.9], [2.5, -0.3, -1.6], [-0.6, -0.8, -2.7], [0.3, -0.1, -0.4], [0.3, -1.0, -1.1], [-0.3, 1.1, 1.0], [-0.2, -0.4, -0.2], [-0.2, 0.0, 0.2], [0.0, 0.0, 0.2], [-0.2, 0.2, 0.0], [0.1, 0.0, 0.2], [-0.1, 0.2, 0.0], [0.1, 0.2, 0.1]], "mulliken_charge": [-0.54, 0.34, -0.40, -1.00, 0.90, -0.57, -0.49, 0.00, -0.59, -0.32, 0.03, 0.19, -0.45, 0.08, 0.39, -0.06, 0.18, 0.28, 0.21, 0.28, 0.42, 0.32, 0.08, 0.20, 0.33, 0.21, -1.17, 0.86, -0.55, -0.92, 0.30, 0.34, 0.33, 0.34, 0.35, 0.12]}


{"formula": "C13H44AsCsF6N10O9", "method": "wB97M-V/def2-TZVPD", "charge": 0, "lumo_ha": -0.0279, "orbital_gap_ev": 8.4011, "homo_energy_ev": -9.16, "species": ["Cs", "As", "F", "F", "F", "F", "F", "F", "C", "O", "H", "H", "H", "H", "C", "O", "H", "H", "H", "H", "C", "O", "N", "N", "H", "H", "H", "H", "C", "O", "N", "N", "H", "H", "H", "H", "C", "O", "N", "N", "H", "H", "H", "H", "C", "O", "N", "N", "H", "H", "H", "H", "C", "O", "N", "N", "H", "H", "H", "H", "C", "C", "C", "O", "H", "H", "H", "H", "H", "H", "H", "H", "C", "C", "C", "O", "H", "H", "H", "H", "H", "H", "H", "H"], "positions_angstrom": [[-0.342, 0.555, -4.050], [-0.090, 0.145, -0.382], [0.971, 1.041, 0.679], [1.201, -0.193, -1.493], [-1.255, -0.621, -1.477], [-1.407, 0.561, 0.688], [-0.297, 1.658, -1.256], [0.276, -1.306, 0.437], [-1.783, 2.439, 3.466], [-0.386, 2.230, 3.240], [-2.443, 2.052, 2.691], [-2.099, 1.917, 4.377], [-1.936, 3.496, 3.670], [-0.354, 1.462, 2.653], [4.475, -0.032, -0.684], [3.906, -1.106, -1.437], [5.499, -0.357, -0.495], [4.512, 0.923, -1.216], [3.878, 0.095, 0.223], [2.951, -1.056, -1.308], [2.648, 2.369, -3.088], [2.619, 1.208, -3.516], [2.947, 3.430, -3.889], [2.422, 2.689, -1.789], [3.175, 4.336, -3.523], [3.281, 3.171, -4.802], [2.106, 2.010, -1.122], [2.604, 3.611, -1.428], [2.302, 4.101, 1.222], [2.917, 5.064, 0.746], [1.052, 4.244, 1.737], [2.893, 2.902, 1.459], [0.609, 3.486, 2.256], [0.563, 5.104, 1.589], [3.719, 2.666, 0.938], [2.283, 2.133, 1.673], [3.136, -5.044, -0.005], [3.312, -6.035, -0.716], [3.415, -5.032, 1.333], [2.452, -3.934, -0.417], [3.299, -4.159, 1.828], [3.927, -5.818, 1.686], [2.222, -3.874, -1.387], [2.382, -3.234, 0.308], [-0.345, -3.833, 3.837], [-1.210, -4.571, 4.282], [-0.665, -2.661, 3.205], [1.000, -4.094, 3.872], [-0.039, -2.248, 2.529], [-1.630, -2.538, 2.952], [1.554, -3.385, 3.415], [1.315, -5.033, 4.014], [3.290, -1.576, 2.831], [2.578, -2.320, 2.136], [4.581, -1.287, 2.514], [2.827, -0.987, 3.968], [5.016, -0.533, 3.015], [5.084, -1.647, 1.726], [1.884, -1.210, 4.235], [3.413, -0.405, 4.534], [-5.695, -3.278, -4.674], [-5.136, -2.619, -3.434], [-4.228, -1.440, -3.771], [-6.265, -2.102, -2.684], [-6.476, -4.005, -4.473], [-4.894, -3.749, -5.244], [-6.081, -2.455, -5.282], [-4.593, -3.280, -2.751], [-4.744, -0.714, -4.395], [-3.342, -1.832, -4.291], [-3.794, -1.006, -2.867], [-5.921, -1.916, -1.804], [-4.177, 4.397, -0.482], [-3.651, 3.023, -0.101], [-3.917, 2.044, -1.242], [-2.259, 3.266, 0.113], [-5.270, 4.449, -0.478], [-3.787, 4.681, -1.460], [-3.874, 5.218, 0.172], [-4.068, 2.564, 0.805], [-3.353, 1.104, -1.230], [-3.867, 2.517, -2.226], [-4.954, 1.689, -1.189], [-1.872, 2.477, 0.503]], "atomic_forces_ev_per_a": [[0.2, 0.1, 0.0], [-0.6, 0.8, -0.2], [0.0, -0.5, -0.1], [0.0, -0.2, 0.0], [0.6, 0.2, 0.5], [0.2, -0.3, 0.0], [-0.3, -0.5, 0.0], [-0.4, -0.1, 0.1], [-0.1, -0.1, 1.2], [-0.6, -0.6, -0.5], [0.3, 0.3, -0.4], [0.2, 0.0, 0.0], [-0.1, 0.1, -0.4], [0.3, 0.0, 0.1], [-0.2, -0.7, -0.4], [0.0, 0.4, 0.2], [0.0, 0.3, 0.4], [-0.1, -0.1, -0.2], [0.4, 0.2, 0.3], [0.2, 0.0, -0.3], [0.5, -0.5, 0.8], [-0.6, 0.7, -0.2], [-0.1, -0.2, -0.6], [0.1, 0.3, -0.1], [0.0, 0.0, 0.0], [0.1, 0.2, 0.0], [0.0, -0.2, -0.2], [-0.1, 0.1, 0.0], [0.2, 2.1, 0.9], [-0.3, -0.8, -0.7], [0.1, -0.9, -0.1], [0.0, -0.8, 0.1], [-0.1, 0.4, -0.2], [0.1, 0.1, -0.1], [0.1, 0.2, 0.0], [0.1, -0.1, 0.0], [-1.2, -1.4, -0.8], [0.4, 0.8, 0.4], [0.2, 0.2, -0.1], [0.7, -0.5, 0.9], [0.2, -0.3, 0.2], [0.1, 0.1, 0.1], [0.0, 0.4, 0.0], [-0.4, 0.6, -0.8], [-0.5, -1.2, -0.2], [0.3, 0.1, 0.1], [0.0, 1.2, -0.3], [-0.5, 1.0, 0.3], [0.2, -0.2, 0.0], [-0.1, -0.2, 0.3], [0.5, -0.7, -0.2], [0.0, 0.0, 0.0], [0.0, -0.1, -0.6], [0.3, 0.4, 0.6], [0.0, 0.5, 0.7], [0.0, -0.3, -0.7], [0.2, -0.1, 0.0], [-0.5, -0.2, -0.3], [0.0, 0.2, 0.2], [-0.1, 0.0, 0.2], [0.5, 0.4, -0.1], [-0.5, 0.8, 0.8], [0.9, -0.8, -0.1], [0.3, -0.3, -0.2], [0.0, 0.0, 0.1], [0.0, -0.1, 0.0], [-0.3, -0.2, -0.1], [0.0, -0.4, -0.4], [0.0, 0.1, 0.1], [-0.2, 0.1, -0.3], [-0.4, 0.3, 0.1], [-0.2, 0.1, 0.0], [-0.8, 0.4, 0.4], [0.8, 0.2, -0.4], [-0.9, -0.6, -0.3], [-0.1, -0.1, 0.1], [0.0, -0.2, -0.3], [-0.1, -0.2, -0.1], [0.3, -0.4, 0.4], [-0.2, 0.5, 0.1], [0.4, 0.4, 0.2], [0.4, 0.0, 0.0], [-0.1, 0.2, 0.2], [0.1, 0.0, -0.2]], "mulliken_charge": [1.10, 2.13, -0.50, -0.47, -0.54, -0.52, -0.55, -0.43, -0.54, -0.67, 0.11, 0.30, 0.31, 0.21, -0.17, -0.50, 0.42, 0.11, -0.19, 0.26, 0.46, -0.66, -0.45, 0.13, 0.17, 0.26, -0.06, 0.12, 0.50, -0.71, -0.19, -0.31, 0.33, 0.19, 0.28, 0.04, 0.40, -0.71, -0.30, -0.21, 0.33, 0.17, 0.14, 0.29, 0.38, -0.67, -0.27, -0.36, 0.21, 0.24, 0.22, 0.23, 0.51, -0.55, -0.39, -0.44, 0.19, 0.22, 0.27, 0.18, -1.32, 0.36, -0.72, -0.57, 0.34, 0.34, 0.33, 0.30, 0.30, 0.30, 0.03, 0.32, -1.61, 0.90, -1.14, -0.45, 0.38, 0.34, 0.40, 0.24, 0.17, 0.27, 0.43, 0.00]}